{
  "formula": "C15H12N2O6S",
  "method": "ωB97M-V/def2-TZVPD",
  "homo_ev": -8.176,
  "e_tot_ha": -1537.95255,
  "lumo_ev": 0.40,
  "e_above_lowest_kj_mol": 100.45,
  "multiplicity": 1,
  "smiles": "Cn1c(=O)oc2cc(S(=O)(=O)Nc3ccc4c(c3)OCO4)ccc21",
  "symbols": ["C", "N", "C", "C", "C", "C", "C", "C", "O", "C", "O", "H", "S", "O", "O", "N", "C", "C", "C", "C", "C", "C", "H", "O", "C", "O", "H", "H", "H", "H", "H", "H", "H", "H", "H", "H"],
  "positions_angstrom": [[-3.763, -1.934, 1.107], [-2.828, -1.495, 0.108], [-1.471, -1.702, 0.082], [-0.603, -2.352, 0.942], [0.743, -2.334, 0.606], [1.179, -1.711, -0.550], [0.322, -1.076, -1.436], [-1.011, -1.082, -1.092], [-2.067, -0.520, -1.742], [-3.191, -0.765, -1.009], [-4.293, -0.401, -1.295], [0.695, -0.618, -2.335], [2.946, -1.535, -0.789], [3.209, -1.084, -2.116], [3.643, -2.679, -0.287], [3.285, -0.295, 0.309], [2.361, 0.750, 0.402], [1.799, 1.108, 1.620], [0.834, 2.110, 1.709], [0.445, 2.715, 0.541], [1.020, 2.365, -0.685], [1.984, 1.396, -0.783], [2.442, 1.126, -1.719], [0.460, 3.115, -1.678], [-0.497, 3.943, -1.050], [-0.495, 3.691, 0.340], [-0.247, 5.000, -1.234], [-1.496, 3.728, -1.462], [0.401, 2.389, 2.655], [2.117, 0.603, 2.519], [3.579, -0.678, 1.196], [1.475, -2.818, 1.232], [-0.954, -2.840, 1.836], [-3.765, -3.023, 1.172], [-3.507, -1.513, 2.080], [-4.749, -1.584, 0.805]]
}

---

{
  "formula": "C15H12N2O7",
  "method": "ωB97M-V/def2-TZVPD",
  "homo_ev": -9.113,
  "e_tot_ha": -1214.91805,
  "lumo_ev": -0.82,
  "e_above_lowest_kj_mol": 0.00,
  "multiplicity": 1,
  "smiles": "O=C(CNC(=O)c1ccco1)OCC(=O)c1ccc([N+](=O)[O-])cc1",
  "symbols": ["O", "C", "O", "C", "C", "O", "C", "C", "C", "C", "C", "C", "H", "H", "N", "O", "O", "H", "H", "H", "H", "C", "N", "C", "O", "C", "C", "C", "C", "O", "H", "H", "H", "H", "H", "H"],
  "positions_angstrom": [[-2.486, -0.690, 1.336], [-2.413, -1.338, 0.324], [-3.010, -1.009, -0.816], [-3.812, 0.167, -0.798], [-3.165, 1.366, -0.104], [-3.843, 2.164, 0.491], [-1.690, 1.511, -0.232], [-1.023, 2.127, 0.829], [0.346, 2.280, 0.794], [1.046, 1.835, -0.322], [0.395, 1.239, -1.396], [-0.975, 1.068, -1.344], [-1.475, 0.593, -2.173], [0.968, 0.895, -2.243], [2.478, 1.999, -0.358], [3.028, 2.344, 0.667], [3.049, 1.774, -1.402], [0.885, 2.743, 1.607], [-1.601, 2.464, 1.675], [-4.004, 0.412, -1.846], [-4.764, -0.036, -0.296], [-1.560, -2.591, 0.169], [-0.196, -2.291, 0.535], [0.676, -1.845, -0.418], [0.403, -1.851, -1.601], [1.972, -1.393, 0.109], [2.394, -1.028, 1.368], [3.738, -0.628, 1.232], [4.037, -0.777, -0.093], [2.984, -1.230, -0.769], [4.934, -0.585, -0.647], [4.385, -0.266, 2.004], [1.821, -1.024, 2.274], [-0.008, -2.110, 1.508], [-1.950, -3.382, 0.813], [-1.566, -2.906, -0.877]]
}

---

{
  "formula": "C15H13AsN3O7PtS2",
  "method": "ωB97M-V/def2-TZVPD",
  "homo_ev": -5.547,
  "total_charge": -1,
  "e_tot_ha": -4421.96204,
  "lumo_ev": 1.94,
  "e_above_lowest_kj_mol": 42.22,
  "multiplicity": 1,
  "symbols": ["Pt", "O", "As", "O", "O", "C", "C", "C", "C", "C", "C", "S", "O", "O", "O", "H", "H", "H", "H", "H", "N", "C", "C", "C", "C", "C", "C", "C", "C", "N", "C", "H", "H", "H", "H", "H", "H", "H", "H", "O", "S", "N"],
  "positions_angstrom": [[0.519, -0.486, 0.089], [3.215, -1.836, -2.749], [2.609, -0.272, -2.270], [3.585, 0.903, -2.819], [2.389, -0.291, -0.577], [0.846, -0.090, -3.098], [0.695, 1.106, -3.783], [-0.517, 1.433, -4.385], [-1.585, 0.559, -4.305], [-1.447, -0.646, -3.626], [-0.242, -0.969, -3.028], [-0.142, -2.570, -2.235], [0.797, -3.349, -3.019], [-1.487, -3.081, -2.155], [0.445, -2.319, -0.877], [2.495, -2.498, -2.762], [1.547, 1.774, -3.834], [-0.616, 2.372, -4.918], [-2.534, 0.805, -4.767], [-2.273, -1.340, -3.542], [-1.706, 1.518, -0.813], [-2.659, 0.560, -0.777], [-3.805, 0.693, -1.550], [-4.862, -0.217, -1.489], [-4.824, -1.274, -0.625], [-3.674, -1.469, 0.167], [-3.614, -2.535, 1.092], [-2.502, -2.722, 1.849], [-1.394, -1.896, 1.615], [-1.395, -0.906, 0.745], [-2.554, -0.606, 0.060], [-0.904, 1.535, -0.190], [-1.738, 2.194, -1.554], [-3.878, 1.554, -2.204], [-5.729, -0.057, -2.118], [-5.651, -1.967, -0.534], [-4.471, -3.191, 1.184], [-2.426, -3.519, 2.574], [-0.454, -2.083, 2.113], [1.782, 2.927, 2.478], [1.782, 1.591, 1.888], [0.604, 1.258, 1.031]]
}

---

{
  "formula": "C15H13IrN5OS2",
  "method": "ωB97M-V/def2-TZVPD",
  "homo_ev": -11.389,
  "total_charge": 1,
  "e_tot_ha": -1828.96344,
  "lumo_ev": -5.56,
  "multiplicity": 1,
  "symbols": ["Ir", "N", "C", "S", "N", "N", "C", "C", "C", "C", "C", "C", "C", "O", "H", "H", "H", "H", "H", "H", "H", "N", "C", "N", "C", "C", "C", "C", "C", "C", "S", "H", "H", "H", "H", "H", "H"],
  "positions_angstrom": [[-0.518, -1.096, 0.266], [-0.181, -5.348, 0.065], [-0.237, -4.035, -0.196], [-0.139, -2.973, 1.275], [-0.397, -3.577, -1.378], [-0.440, -2.180, -1.430], [-0.369, -1.696, -2.615], [-0.312, -0.282, -2.940], [-0.179, 0.061, -4.287], [-0.090, 1.382, -4.685], [-0.127, 2.394, -3.731], [-0.253, 2.081, -2.391], [-0.348, 0.751, -1.989], [-0.480, 0.534, -0.661], [0.059, -5.683, 0.980], [-0.217, -6.003, -0.700], [-0.332, -2.412, -3.430], [-0.144, -0.731, -5.024], [0.012, 1.624, -5.734], [-0.054, 3.430, -4.034], [-0.285, 2.847, -1.628], [-2.669, -0.579, 2.744], [-1.564, 0.179, 2.819], [-0.556, 0.095, 1.985], [0.455, 1.018, 2.297], [1.676, 1.157, 1.649], [2.563, 2.113, 2.109], [2.253, 2.921, 3.203], [1.047, 2.777, 3.865], [0.161, 1.817, 3.398], [-1.400, 1.385, 4.052], [-2.745, -1.292, 2.038], [-3.403, -0.490, 3.423], [1.927, 0.529, 0.805], [3.517, 2.231, 1.613], [2.963, 3.662, 3.543], [0.805, 3.390, 4.723]]
}

---

{
  "formula": "C15H14BrClF2IOs",
  "method": "ωB97M-V/def2-TZVPD",
  "homo_ev": -12.180,
  "total_charge": 1,
  "e_tot_ha": -4201.97352,
  "lumo_ev": -4.03,
  "e_above_lowest_kj_mol": 0.00,
  "multiplicity": 1,
  "symbols": ["Os", "C", "H", "H", "H", "F", "C", "F", "H", "Br", "C", "C", "C", "C", "C", "C", "I", "H", "H", "H", "H", "Cl", "C", "C", "C", "C", "C", "C", "C", "H", "H", "H", "H", "H", "H"],
  "positions_angstrom": [[1.946, 0.184, 0.898], [3.594, 0.842, 1.911], [3.739, 0.123, 2.731], [3.467, 1.833, 2.348], [4.475, 0.823, 1.269], [1.517, 2.601, -0.130], [1.199, 1.344, -0.602], [1.806, 1.236, -1.808], [0.118, 1.282, -0.758], [-2.256, -1.246, 2.584], [-2.456, 0.320, 1.548], [-3.606, 0.453, 0.781], [-3.812, 1.601, 0.032], [-2.881, 2.629, 0.049], [-1.729, 2.505, 0.811], [-1.519, 1.346, 1.546], [0.262, 1.224, 2.651], [-4.339, -0.342, 0.783], [-4.714, 1.695, -0.556], [-3.049, 3.531, -0.522], [-1.000, 3.303, 0.834], [3.365, -1.128, -0.811], [1.768, -1.666, -1.343], [1.467, -1.761, -2.681], [0.153, -2.055, -3.022], [-0.813, -2.221, -2.039], [-0.478, -2.130, -0.696], [0.840, -1.878, -0.317], [1.278, -1.742, 1.103], [2.219, -1.581, -3.436], [-0.115, -2.140, -4.066], [-1.834, -2.432, -2.324], [-1.226, -2.281, 0.072], [2.133, -2.384, 1.335], [0.477, -1.889, 1.823]]
}

---

{
  "formula": "C15H14BrN3O8V",
  "method": "ωB97M-V/def2-TZVPD",
  "homo_ev": [-7.961, -8.719],
  "e_tot_ha": -4864.10198,
  "lumo_ev": [-0.72, -0.89],
  "e_above_lowest_kj_mol": 24.90,
  "multiplicity": 4,
  "symbols": ["V", "O", "C", "O", "C", "C", "C", "C", "C", "C", "O", "N", "O", "O", "N", "O", "O", "H", "H", "C", "C", "C", "C", "C", "Br", "N", "C", "H", "H", "H", "H", "H", "H", "C", "C", "O", "H", "H", "H", "H", "H", "H"],
  "positions_angstrom": [[-0.285, -0.721, -0.427], [1.609, 2.348, -0.818], [0.535, 1.815, -1.097], [0.462, 0.646, -1.650], [-0.752, 2.511, -0.747], [-0.808, 3.880, -0.854], [-1.985, 4.553, -0.554], [-3.098, 3.873, -0.107], [-3.037, 2.503, 0.052], [-1.861, 1.756, -0.263], [-1.784, 0.478, -0.094], [-4.239, 1.853, 0.576], [-5.264, 2.514, 0.602], [-4.165, 0.709, 0.980], [-2.044, 6.002, -0.696], [-1.047, 6.573, -1.095], [-3.083, 6.562, -0.398], [0.064, 4.429, -1.179], [-4.007, 4.402, 0.135], [3.565, -4.810, -1.500], [2.228, -4.417, -0.943], [1.363, -5.347, -0.372], [0.152, -4.948, 0.173], [-0.145, -3.604, 0.107], [-1.734, -2.859, 0.845], [0.640, -2.699, -0.453], [1.810, -3.094, -0.962], [3.557, -5.843, -1.844], [4.338, -4.717, -0.736], [3.845, -4.170, -2.336], [1.639, -6.394, -0.350], [-0.532, -5.647, 0.630], [2.420, -2.310, -1.395], [0.645, 0.895, 2.389], [1.791, 0.039, 1.888], [1.682, -0.268, 0.483], [0.705, 1.006, 3.472], [-0.320, 0.440, 2.153], [0.679, 1.888, 1.938], [1.824, -0.921, 2.404], [2.746, 0.540, 2.054], [1.894, 0.553, -0.012]]
}

---

Calculated molar mass, 348.336, 332.268, 681.417, 535.654, 664.764, 495.138 g/mol (same order as the records).